Entry 1:
A single C10H18O3 molecule. Source: the Open Molecules 2025 dataset; level of theory: the ωB97M-V functional and the def2-TZVPD basis.

The geometry in XYZ format:
```
31
Properties=species:S:1:pos:R:3
C -0.197 -1.702 -0.931
C 1.235 -1.235 -0.945
C -1.330 -0.608 -0.853
C 1.747 -0.431 0.229
C -0.802 0.740 -0.490
C -1.874 0.145 0.376
C 1.203 1.025 0.204
C 3.299 -0.547 0.242
C -1.588 -0.390 1.768
C -3.248 0.699 0.137
O -1.002 1.922 -1.247
O 1.242 1.511 1.480
O 1.776 1.711 -0.757
H -0.337 -2.187 -1.894
H -0.274 -2.333 0.025
H 1.798 -2.206 -0.847
H 1.509 -0.704 -1.930
H -1.923 -0.702 -1.722
H 1.377 -0.829 1.125
H 3.856 0.190 0.995
H 3.848 -0.336 -0.735
H 3.428 -1.548 0.571
H -1.180 -1.475 1.859
H -2.632 -0.495 2.172
H -1.077 0.245 2.460
H -4.038 0.155 0.488
H -3.246 0.698 -1.049
H -3.376 1.725 0.604
H -0.778 1.818 -2.193
H 0.891 2.465 1.510
H 1.691 2.679 -0.655
```

Properties
- Molar mass: 186.251 g/mol
- Energy above the lowest of the compared OMol25 structures with the same formula, charge and spin: 3.719 eV
- Total energy: -16800.3421 eV
- Kohn-Sham gap: 8.0981 eV
- F_max: 5.175 eV Å⁻¹

These are the natural (NBO) partial charges, in e, on atoms 1 to 4:
1 C -0.3928
2 C -0.3844
3 C -0.2860
4 C -0.2902

***

Entry 2:
A molecular structure, C32H34CrN3OS2Si2. Source: the Open Molecules 2025 dataset; level of theory: the ωB97M-V functional and the def2-TZVPD basis.

The geometry in XYZ format:
```
75
Properties=species:S:1:pos:R:3
Cr 0.355 -0.458 -0.884
C -5.168 1.873 -5.154
Si -3.352 1.929 -4.534
C -3.220 3.354 -3.269
C -2.253 2.222 -6.067
C -2.998 0.315 -3.619
C -3.856 -0.765 -3.590
C -3.576 -1.873 -2.786
C -2.461 -1.819 -1.975
N -1.613 -0.798 -1.977
C -1.814 0.217 -2.844
S -0.546 1.331 -2.976
H -5.520 2.871 -5.398
H -5.842 1.467 -4.407
H -5.265 1.269 -6.051
H -3.733 4.255 -3.592
H -2.177 3.595 -3.098
H -3.641 3.051 -2.314
H -2.592 3.083 -6.639
H -2.262 1.359 -6.727
H -1.226 2.394 -5.765
H -4.754 -0.763 -4.193
H -4.218 -2.741 -2.786
H -2.225 -2.635 -1.300
O 1.629 -3.553 -3.514
S 1.899 -3.059 -2.138
N 1.112 -1.814 -1.759
C 2.590 2.296 4.362
C 1.352 1.681 4.303
C 1.117 0.690 3.370
C 2.101 0.279 2.473
C 3.338 0.909 2.555
C 3.588 1.900 3.488
Si 1.653 -0.998 1.096
C 3.306 -1.923 0.757
C 4.170 -1.415 -0.209
C 5.297 -2.108 -0.610
C 5.582 -3.346 -0.059
C 4.745 -3.863 0.913
C 3.624 -3.157 1.313
C 0.723 -2.296 2.188
C -0.316 -3.032 1.629
C -0.966 -4.024 2.341
C -0.583 -4.304 3.643
C 0.439 -3.573 4.224
C 1.077 -2.580 3.504
H 2.782 3.081 5.085
H 0.568 1.977 4.991
H 0.146 0.217 3.335
H 4.123 0.614 1.876
H 4.566 2.362 3.538
H 3.941 -0.460 -0.667
H 5.951 -1.695 -1.366
H 6.446 -3.907 -0.391
H 4.967 -4.826 1.357
H 2.978 -3.582 2.066
H -0.607 -2.814 0.604
H -1.769 -4.589 1.883
H -1.073 -5.094 4.197
H 0.745 -3.787 5.240
H 1.869 -2.007 3.967
C -0.917 4.261 2.949
C -0.757 3.184 1.921
C 0.362 3.155 1.075
C 0.540 2.124 0.199
N -0.297 1.054 0.102
C -1.410 1.118 0.876
C -1.663 2.134 1.769
H -0.791 5.251 2.508
H -0.157 4.145 3.726
H -1.896 4.205 3.420
H 1.099 3.941 1.137
H 1.405 2.098 -0.457
H -2.105 0.291 0.760
H -2.563 2.103 2.369
```

Properties
- Spin multiplicity: 5
- Total charge: -1
- Molar mass: 648.946 g/mol
- Total energy: -106104.3186 eV
- Kohn-Sham gap (alpha / beta): 6.4387 / 6.8797 eV
- F_max: 5.622 eV Å⁻¹

These are the Löwdin partial charges, in e, on atoms 1 to 4:
1 Cr 0.3149
2 C -0.1946
3 Si 0.5525
4 C -0.2034